Record 1
Density functional theory data (ωB97M-V/def2-TZVPD) for one molecule with the formula C6H12N2S in a non-equilibrium geometry.

Geometry (Å):
S1 -0.57176 -1.01213 -1.66602
N1 0.04789 -0.50171 -0.17190
N2 2.69341 0.06362 -0.15843
C1 0.42086 1.58800 -1.52464
C2 0.95068 -1.44944 0.51716
C3 -2.25010 -1.17297 -1.15885
C4 0.51490 0.83244 -0.19338
C5 0.52192 1.72603 0.99891
C6 2.39682 -1.01626 0.35747
H1 3.19395 -1.55873 0.94221
H2 -2.33926 -0.90452 -0.09868
H3 -0.47382 2.22691 1.18584
H4 1.16578 2.35777 -1.52801
H5 -0.48063 2.15607 -1.74494
H6 -2.63285 -2.18052 -1.32156
H7 0.56369 0.87884 -2.40066
H8 0.65457 -2.38697 0.17757
H9 1.47537 2.36782 1.04638
H10 -2.96131 -0.56103 -1.73722
H11 0.71029 -1.31994 1.54562
H12 0.54716 1.17705 1.91705

Forces on atoms 1 to 3 (eV/Å):
S 0.115 -1.008 -0.196
N 1.073 1.401 -0.078
N -1.559 1.768 -0.171

Summary:
highest occupied orbital energy	-7.6	eV
gap between HOMO and LUMO	8.22	eV
ΔE to the lowest compared entry with this formula, charge and spin	91.4	kcal/mol
energy	-20228.200	eV

Record 2
Density functional theory data (ωB97M-V/def2-TZVPD) for a 2-piece molecular cluster, C6H12N2S overall in a non-equilibrium geometry.

Geometry (Å):
S1 -1.73376 -3.01054 -1.03439
N1 1.48825 0.47013 1.59223
N2 0.73721 2.54241 2.12910
C1 0.33647 2.13372 0.67726
C2 0.47725 -1.75181 -2.20620
C3 -0.31907 3.12593 -0.01197
C4 1.36175 1.45653 2.58670
C5 -0.95132 -1.47325 -1.92274
C6 0.81492 0.86290 0.45378
H1 1.91911 1.30834 3.52343
H2 -1.44741 -1.37069 -2.94015
H3 0.35860 4.05131 0.21066
H4 -1.37764 3.34220 0.18332
H5 -1.35321 -2.77765 0.26225
H6 -0.52038 2.84116 -1.11255
H7 0.84332 -1.22632 -3.12329
H8 1.69723 -0.52967 1.77999
H9 0.74508 -2.82069 -2.46577
H10 0.81464 0.08584 -0.32921
H11 1.32445 -1.43305 -1.53942
H12 -1.16175 -0.51398 -1.40939

Forces on atoms 1 to 3 (eV/Å):
S 0.352 1.518 -0.151
N -0.048 -0.578 1.750
N 0.335 -3.178 -2.227

Summary:
highest occupied orbital energy	-8.6	eV
gap between HOMO and LUMO	9.18	eV
SMILES	Cc1c[nH]cn1.CCS
ΔE to the lowest compared entry with this formula, charge and spin	48.7	kcal/mol
energy	-20230.056	eV

Record 3
Density functional theory data (ωB97M-V/def2-TZVPD) for a 2-piece molecular cluster, C6H12N3 overall in a non-equilibrium geometry.

Geometry (Å):
N1 4.00871 -0.60138 -0.53831
N2 2.91403 0.82009 0.70010
N3 -0.96839 -0.07110 -0.40742
C1 -2.34670 0.41303 -0.57053
C2 -0.78574 -1.47610 -0.01132
C3 2.01858 0.09942 0.03302
C4 -0.04700 0.77363 0.43125
C5 2.66753 -0.78649 -0.80164
C6 4.17895 0.39400 0.29241
H1 -1.35303 -1.64604 0.91644
H2 -0.33156 0.50731 1.43283
H3 5.02603 0.80146 0.64508
H4 2.59224 1.59763 1.27048
H5 -2.57097 1.14289 0.23862
H6 2.21637 -1.50304 -1.42276
H7 0.30797 -1.75192 0.35856
H8 -0.22955 1.75084 0.26440
H9 -2.49996 0.93236 -1.55099
H10 -1.14504 -2.07961 -0.76841
H11 -0.52828 -0.02540 -1.30113
H12 -3.10138 -0.41159 -0.57187

Forces on atoms 1 to 3 (eV/Å):
N 0.346 -0.166 -0.919
N 0.670 1.402 0.730
N 2.374 0.030 -0.297

Summary:
highest occupied orbital energy	-12.7	eV
gap between HOMO and LUMO	8.78	eV
ΔE to the lowest compared entry with this formula, charge and spin	116.0	kcal/mol
charge	+1
energy	-10876.285	eV

Record 4
Density functional theory data (ωB97M-V/def2-TZVPD) for an isolated ion of composition C6H12N3 and charge +1 in a non-equilibrium geometry.

Geometry (Å):
N1 1.65054 -1.71877 -0.49241
N2 0.77209 1.23741 -0.52511
N3 -1.48111 0.04710 -0.29209
C1 0.70012 -1.09871 -1.11459
C2 2.16199 1.08714 -0.24533
C3 0.38305 -0.74396 1.14942
C4 -2.36279 -1.09243 -0.19536
C5 -0.10076 -0.28022 -0.13918
C6 1.47058 -1.58631 0.87477
H1 2.49560 2.08504 -0.06662
H2 -3.42164 -0.68848 0.03237
H3 -1.81844 0.40701 -1.20539
H4 -2.19058 -1.92083 0.55047
H5 2.02087 -2.01211 1.67571
H6 -1.64327 0.79613 0.47340
H7 -2.33014 -1.48458 -1.16630
H8 0.87970 -0.93984 -2.16939
H9 0.08697 -0.37221 2.11915
H10 2.37109 0.51762 0.62469
H11 2.77797 0.67911 -1.05224
H12 0.58565 1.40216 -1.46906

Forces on atoms 1 to 3 (eV/Å):
N 2.285 -2.296 5.159
N -2.692 -1.401 3.070
N -1.082 2.494 1.727

Summary:
highest occupied orbital energy (spin up / spin down)	-10.7 / -13.1	eV
gap between HOMO and LUMO (spin up / spin down)	7.22 / 6.41	eV
spin multiplicity	3
ΔE to the lowest compared entry with this formula, charge and spin	60.9	kcal/mol
charge	+1
energy	-10874.011	eV